## w
Below is the ion C8H14N3O with charge +1, with properties calculated with ωB97M-V with the def2-TZVPD basis set.

Each line ends with the natural charge from an NBO analysis.
CARTESIAN COORDINATES (ANGSTROEM)
C: -0.500 -2.968 -0.209  -0.408
N: -0.188 -1.543 -0.097  -0.352
C: 0.205 -0.932 -1.390  -0.431
C: -1.168 -0.738 0.645  -0.248
C: -0.558 0.572 0.939  -0.179
C: -1.425 1.704 0.489  -0.268
C: -0.923 2.833 -0.098  0.010
N: 0.403 2.871 -0.511  -0.517
C: 1.394 2.399 -0.933  0.698
N: 2.357 1.756 -1.275  -0.776
C: 0.677 0.803 1.442  0.170
O: 1.391 -0.267 1.842  -0.708
H: -1.387 -3.172 -0.642  0.224
H: 0.163 -3.608 -0.622  0.237
H: -0.689 -3.337 0.901  0.222
H: 0.683 -1.588 0.496  0.467
H: 0.161 0.192 -1.243  0.255
H: 1.175 -1.273 -1.690  0.241
H: -0.576 -1.127 -2.154  0.231
H: -2.040 -0.563 0.085  0.238
H: -1.377 -1.183 1.593  0.244
H: -2.468 1.590 0.720  0.228
H: -1.506 3.765 -0.269  0.242
H: 3.074 1.945 -1.939  0.427
H: 0.917 1.898 1.601  0.231
H: 2.201 -0.027 2.319  0.521

Summary:
HOMO-LUMO gap = 8.74 eV
Total charge = +1
E_LUMO = -2.76 eV
Highest occupied orbital energy = -11.5 eV

***

## x
Below is the ion C8H14N3O with charge +1, with properties calculated with ωB97M-V with the def2-TZVPD basis set.

Each line ends with the natural charge from an NBO analysis.
CARTESIAN COORDINATES (ANGSTROEM)
C: 3.827 -0.026 -0.315  -0.359
C: 2.667 -0.603 -0.310  -0.021
N: 1.494 0.118 0.145  -0.380
C: 0.233 -0.284 0.319  0.536
N: -0.068 -1.558 0.229  -0.501
C: -1.450 -2.080 0.164  -0.432
C: -0.782 0.860 0.311  0.306
N: -1.739 0.701 1.332  -0.806
C: -1.438 0.863 -1.051  -0.259
C: -2.787 0.819 -1.105  -0.306
O: 0.083 1.940 0.585  -0.486
C: 1.355 1.659 0.122  0.110
H: 4.671 -0.602 -0.411  0.235
H: 3.964 0.882 0.208  0.217
H: 2.330 -1.623 -0.583  0.209
H: 0.613 -2.188 0.325  0.401
H: -1.651 -2.639 1.178  0.220
H: -2.131 -1.265 0.127  0.248
H: -1.533 -2.877 -0.602  0.236
H: -1.277 0.408 2.111  0.374
H: -2.309 1.424 1.464  0.392
H: -0.837 0.761 -1.941  0.227
H: -3.395 0.842 -2.022  0.229
H: -3.304 0.436 -0.279  0.205
H: 1.436 1.916 -0.885  0.188
H: 2.028 2.116 0.880  0.217

Summary:
HOMO-LUMO gap = 9.89 eV
Total charge = +1
E_LUMO = -3.60 eV
Highest occupied orbital energy = -13.5 eV

***

Which structure is most stable, and how do the rest compare? From most to least stable: x, w.

***

## w
Below is an isolated molecule of C5H10O, with properties calculated with ωB97M-V with the def2-TZVPD basis set.

Each line ends with the natural charge from an NBO analysis.
CARTESIAN COORDINATES (ANGSTROEM)
C: -2.208 -0.610 0.518  -0.732
C: -1.397 0.552 0.043  0.622
O: -1.855 1.555 -0.423  -0.544
C: 0.263 0.387 0.198  -0.295
C: 0.715 -0.401 -1.026  -0.609
C: 0.927 1.742 0.297  -0.612
H: -2.330 -0.514 1.595  0.242
H: -1.724 -1.558 0.309  0.225
H: -3.193 -0.580 0.055  0.236
H: 0.430 -0.203 1.104  0.197
H: 0.482 0.148 -1.936  0.212
H: 1.790 -0.572 -0.991  0.212
H: 0.218 -1.370 -1.073  0.205
H: 0.752 2.315 -0.609  0.219
H: 2.001 1.618 0.433  0.207
H: 0.535 2.303 1.143  0.215

Summary:
HOMO-LUMO gap = 10.25 eV
Total charge = 0
E_LUMO = 1.00 eV
Highest occupied orbital energy = -9.2 eV

***

## x
Below is an isolated molecule of C5H10O, with properties calculated with ωB97M-V with the def2-TZVPD basis set.

Each line ends with the natural charge from an NBO analysis.
CARTESIAN COORDINATES (ANGSTROEM)
C: -0.015 1.776 0.170  -0.605
C: -0.752 0.675 -0.595  -0.418
C: -0.185 -0.652 -0.130  0.210
C: 1.161 -1.036 -0.727  -0.643
C: -0.563 -1.086 1.215  -0.116
O: -1.079 -1.746 0.066  -0.493
H: 1.059 1.563 0.206  0.204
H: -0.367 1.806 1.207  0.206
H: -0.148 2.769 -0.266  0.213
H: -0.617 0.788 -1.678  0.204
H: -1.829 0.712 -0.395  0.217
H: 1.368 -0.449 -1.629  0.213
H: 1.994 -0.888 -0.033  0.216
H: 1.129 -2.090 -1.011  0.237
H: -1.308 -0.513 1.769  0.176
H: 0.149 -1.630 1.833  0.179

Summary:
HOMO-LUMO gap = 11.11 eV
Total charge = 0
E_LUMO = 1.02 eV
Highest occupied orbital energy = -10.1 eV

***

Which structure is most stable, and how do the rest compare? From most to least stable: w, x.

***

## w
Below is an isolated molecule of C5H10O, with properties calculated with ωB97M-V with the def2-TZVPD basis set.

Each line ends with the natural charge from an NBO analysis.
CARTESIAN COORDINATES (ANGSTROEM)
C: 0.849 1.283 0.876  -0.612
C: 0.946 0.379 -0.332  -0.225
C: 1.103 -1.104 -0.147  -0.418
C: -0.162 -0.561 -0.749  -0.260
C: -1.480 -0.653 -0.020  -0.061
O: -2.478 0.150 -0.623  -0.713
H: 0.288 2.200 0.658  0.205
H: 0.362 0.784 1.720  0.206
H: 1.851 1.577 1.210  0.217
H: 1.510 0.809 -1.158  0.213
H: 1.787 -1.650 -0.790  0.219
H: 1.052 -1.482 0.872  0.210
H: -0.279 -0.702 -1.823  0.220
H: -1.862 -1.678 -0.065  0.183
H: -1.358 -0.402 1.045  0.157
H: -2.128 1.049 -0.674  0.462

Summary:
HOMO-LUMO gap = 11.12 eV
Total charge = 0
E_LUMO = 1.01 eV
Highest occupied orbital energy = -10.1 eV

***

## x
Below is a cluster of 2 separate species, C5H10O in total, with properties calculated with ωB97M-V with the def2-TZVPD basis set.

Each line ends with the natural charge from an NBO analysis.
CARTESIAN COORDINATES (ANGSTROEM)
O: 0.662 1.954 0.421  -0.676
C: 0.160 0.713 0.168  0.315
C: 0.851 -0.324 -0.301  -0.297
C: -0.006 -1.561 -0.369  -0.414
C: -1.448 -1.019 -0.181  -0.387
C: -1.289 0.395 0.423  -0.469
H: 0.003 2.478 0.895  0.481
H: 1.900 -0.306 -0.567  0.221
H: 0.275 -2.271 0.423  0.198
H: 0.103 -2.104 -1.314  0.204
H: -1.947 -0.950 -1.158  0.206
H: -2.062 -1.665 0.456  0.209
H: -1.499 0.423 1.501  0.205
H: -1.948 1.131 -0.055  0.209
H: 2.840 1.852 -0.143  0.023
H: 3.491 1.538 -0.316  -0.028

Summary:
HOMO-LUMO gap = 9.30 eV
Total charge = 0
E_LUMO = 0.92 eV
Highest occupied orbital energy = -8.4 eV

***

Which structure is most stable, and how do the rest compare? From most to least stable: w, x.

***

## w
Below is a structure of composition C5H10O, with properties calculated with ωB97M-V with the def2-TZVPD basis set.

Each line ends with the natural charge from an NBO analysis.
CARTESIAN COORDINATES (ANGSTROEM)
O: -1.580 -0.195 0.898  -0.725
C: -1.084 0.210 -0.388  0.045
C: -0.296 -0.973 -0.850  -0.449
C: 0.712 -0.793 0.754  -0.362
C: 1.219 0.570 0.318  -0.437
C: -0.041 1.307 -0.213  -0.418
H: -1.503 -1.164 0.870  0.469
H: -1.971 0.514 -0.942  0.187
H: -0.971 -1.771 -1.250  0.216
H: 0.402 -0.779 -1.690  0.207
H: 1.364 -1.641 0.751  0.196
H: 0.350 -0.684 1.812  0.228
H: 1.727 1.170 1.083  0.216
H: 1.932 0.373 -0.480  0.199
H: -0.422 2.044 0.495  0.216
H: 0.162 1.812 -1.167  0.210

Summary:
HOMO-LUMO gap = 10.67 eV
Total charge = 0
E_LUMO = 1.07 eV
Highest occupied orbital energy = -9.6 eV

***

## x
Below is a cluster of 2 separate species, C5H10O in total, with properties calculated with ωB97M-V with the def2-TZVPD basis set.

Each line ends with the natural charge from an NBO analysis.
CARTESIAN COORDINATES (ANGSTROEM)
C: 1.499 0.137 0.181  -0.355
C: 0.731 0.141 1.264  -0.203
C: -0.344 1.173 1.496  -0.545
C: -1.532 0.472 0.883  0.455
O: -1.914 0.659 -0.247  -0.529
H: 2.162 -0.691 -0.044  0.207
H: 1.464 0.948 -0.542  0.200
H: 0.744 -0.705 1.948  0.204
H: -0.505 1.378 2.560  0.226
H: -0.142 2.103 0.957  0.232
H: -1.966 -0.338 1.506  0.109
C: -0.034 -1.055 -1.991  -0.855
H: -0.668 -1.167 -2.868  0.213
H: -0.016 -1.985 -1.415  0.206
H: 0.985 -0.809 -2.304  0.201
H: -0.465 -0.261 -1.385  0.234

Summary:
HOMO-LUMO gap = 10.45 eV
Total charge = 0
E_LUMO = 0.86 eV
Highest occupied orbital energy = -9.6 eV

***

## y
Below is a structure of composition C5H10O, with properties calculated with ωB97M-V with the def2-TZVPD basis set.

Each line ends with the natural charge from an NBO analysis.
CARTESIAN COORDINATES (ANGSTROEM)
C: 0.095 -0.977 -1.707  -0.540
C: -0.138 -1.496 0.224  -0.341
C: -0.623 -0.186 -0.077  0.447
O: -1.806 0.064 -0.320  -0.684
C: 0.416 0.888 0.166  -0.473
C: 0.027 1.453 1.524  -0.605
H: 1.165 -1.104 -1.792  0.207
H: -0.521 -1.698 -2.219  0.233
H: -0.148 0.015 -2.153  0.255
H: 0.893 -1.711 0.498  0.207
H: -0.863 -2.142 0.756  0.236
H: 0.307 1.628 -0.626  0.212
H: 1.450 0.506 0.163  0.200
H: 0.264 0.751 2.334  0.201
H: 0.536 2.395 1.712  0.211
H: -1.055 1.614 1.519  0.233

Summary:
HOMO-LUMO gap = 9.26 eV
Total charge = 0
E_LUMO = 0.40 eV
Highest occupied orbital energy = -8.9 eV

***

Which structure is most stable, and how do the rest compare? From most to least stable: x, w, y.

***

## w
Below is a cluster of 2 separate species, C5H10O in total, with properties calculated with ωB97M-V with the def2-TZVPD basis set.

Each line ends with the natural charge from an NBO analysis.
CARTESIAN COORDINATES (ANGSTROEM)
C: -2.022 1.108 -1.300  -0.306
C: -0.329 -0.802 -0.008  -0.559
C: -0.642 -0.676 1.484  -0.596
C: 0.637 0.247 -0.449  0.643
O: 0.196 1.282 -0.939  -0.525
C: 2.112 -0.023 -0.262  -0.716
H: -1.801 1.759 -2.159  0.106
H: -2.160 1.808 -0.453  0.098
H: -1.238 -0.565 -0.587  0.291
H: 0.021 -1.806 -0.268  0.212
H: -0.949 0.345 1.744  0.214
H: 0.208 -0.948 2.120  0.201
H: -1.474 -1.340 1.726  0.222
H: 2.306 -0.382 0.757  0.235
H: 2.390 -0.849 -0.929  0.243
H: 2.743 0.842 -0.477  0.237

Summary:
HOMO-LUMO gap = 8.88 eV
Total charge = 0
E_LUMO = 0.51 eV
Highest occupied orbital energy = -8.4 eV

***

## x
Below is an isolated molecule of C5H10O, with properties calculated with ωB97M-V with the def2-TZVPD basis set.

Each line ends with the natural charge from an NBO analysis.
CARTESIAN COORDINATES (ANGSTROEM)
C: -1.622 -0.430 0.431  -0.623
C: -0.816 0.441 -0.509  -0.221
C: 0.045 1.555 0.005  -0.414
C: 0.688 0.376 -0.678  -0.256
C: 1.588 -0.574 0.096  -0.067
O: 1.216 -1.934 -0.030  -0.712
H: -1.876 -1.393 -0.029  0.210
H: -1.093 -0.619 1.373  0.201
H: -2.569 0.060 0.691  0.221
H: -1.345 0.656 -1.437  0.213
H: 0.031 2.525 -0.483  0.217
H: 0.162 1.602 1.087  0.207
H: 1.004 0.537 -1.707  0.216
H: 2.611 -0.519 -0.296  0.189
H: 1.652 -0.277 1.156  0.155
H: 0.324 -2.006 0.330  0.463

Summary:
HOMO-LUMO gap = 11.22 eV
Total charge = 0
E_LUMO = 1.05 eV
Highest occupied orbital energy = -10.2 eV

***

Which structure is most stable, and how do the rest compare? From most to least stable: x, w.

***

## w
Below is an isolated molecule of C5H10O, with properties calculated with ωB97M-V with the def2-TZVPD basis set.

Each line ends with the natural charge from an NBO analysis.
CARTESIAN COORDINATES (ANGSTROEM)
C: -1.335 -0.761 -1.138  -0.606
C: -0.998 -0.587 0.340  -0.386
C: 0.794 0.134 1.339  0.105
C: 1.979 -0.062 0.456  -0.779
C: -0.318 0.802 0.656  -0.073
O: -0.115 1.518 -0.563  -0.735
H: -0.436 -0.715 -1.760  0.217
H: -2.017 0.017 -1.488  0.218
H: -1.804 -1.739 -1.287  0.211
H: -1.877 -0.681 0.982  0.227
H: -0.340 -1.419 0.649  0.236
H: 2.653 0.737 0.813  0.264
H: 2.513 -0.994 0.665  0.234
H: 1.839 0.079 -0.625  0.209
H: -0.966 1.391 1.319  0.187
H: 0.430 2.281 -0.358  0.471

Summary:
HOMO-LUMO gap = 8.95 eV
Total charge = 0
E_LUMO = 0.68 eV
Highest occupied orbital energy = -8.3 eV

***

## x
Below is a structure of composition C5H10O, with properties calculated with ωB97M-V with the def2-TZVPD basis set.

Each line ends with the natural charge from an NBO analysis.
CARTESIAN COORDINATES (ANGSTROEM)
C: 1.464 -1.138 -0.512  -0.689
C: 1.761 0.285 0.477  -0.459
C: 0.641 1.331 0.076  -0.302
C: -0.600 1.184 -0.591  0.121
C: -2.442 -0.435 0.406  -0.364
H: 2.355 -1.964 0.097  0.206
H: 0.253 -1.700 -0.179  0.265
H: 1.657 -1.013 -1.965  0.250
H: 1.842 -0.066 1.843  0.238
H: 3.118 0.813 0.268  0.232
H: 0.810 2.451 -0.102  0.206
H: -1.358 1.965 -0.988  0.194
H: -2.276 -0.697 1.842  0.243
H: -3.549 0.508 0.235  0.223
H: -2.653 -1.419 -0.268  0.222
O: -1.022 -0.105 -0.638  -0.585

Summary:
HOMO-LUMO gap = 8.51 eV
Total charge = 0
E_LUMO = 0.00 eV
Highest occupied orbital energy = -8.5 eV

***

## y
Below is an isolated molecule of C5H10O, with properties calculated with ωB97M-V with the def2-TZVPD basis set.

Each line ends with the natural charge from an NBO analysis.
CARTESIAN COORDINATES (ANGSTROEM)
C: 2.088 0.403 0.598  -0.613
C: 0.722 0.081 1.197  -0.400
C: -0.234 -0.434 0.148  -0.337
C: -1.616 -0.733 0.768  -0.595
C: -0.516 0.543 -0.974  0.441
O: -0.582 0.123 -2.169  -0.538
H: 2.472 -0.416 -0.085  0.218
H: 2.028 1.413 -0.004  0.205
H: 2.692 0.583 1.532  0.217
H: 0.805 -0.705 1.959  0.207
H: 0.368 0.973 1.706  0.204
H: 0.109 -1.360 -0.377  0.226
H: -1.484 -1.353 1.679  0.218
H: -2.233 -1.194 -0.001  0.225
H: -2.073 0.252 1.144  0.202
H: -0.698 1.653 -0.622  0.122

Summary:
HOMO-LUMO gap = 10.79 eV
Total charge = 0
E_LUMO = 0.98 eV
Highest occupied orbital energy = -9.8 eV

***

Which structure is most stable, and how do the rest compare? From most to least stable: y, w, x.